[1]
A molecular structure, C44H51GeNP2PdSeTe. Source: OMol25; level of theory: ωB97M-V/def2-TZVPD.

```
102
Properties=species:S:1:pos:R:3
Pd 0.4437 -1.0752 0.4313
C -2.2415 -3.2159 0.9854
P -2.4076 -1.6474 0.0184
C -2.9659 -0.4369 1.2686
C -3.1131 0.8794 0.8264
C -3.5336 1.8784 1.6883
C -3.7934 1.5781 3.0195
C -3.6334 0.2788 3.4732
C -3.2238 -0.7260 2.6052
C -3.9933 -2.0369 -0.8217
C -5.2318 -1.9213 -0.1929
C -6.3962 -2.2645 -0.8633
C -6.3356 -2.7336 -2.1689
C -5.1083 -2.8533 -2.8031
C -3.9439 -2.4998 -2.1345
C -1.1487 -3.1825 2.0115
C -1.0664 -3.8518 3.2166
C 0.0716 -3.3526 3.9029
C 0.6334 -2.4035 3.0791
C 1.7720 -1.4488 3.2290
P 1.2754 0.0685 2.3118
C 0.2957 1.0502 3.4872
C 0.0809 2.4050 3.2275
C -0.6365 3.1867 4.1167
C -1.1554 2.6212 5.2748
C -0.9672 1.2720 5.5267
C -0.2521 0.4840 4.6343
C 2.8383 0.9841 2.1458
C 3.6399 0.6526 1.0551
C 4.8820 1.2445 0.8862
C 5.3322 2.1763 1.8111
C 4.5463 2.5000 2.9092
C 3.3058 1.9033 3.0824
N -0.1028 -2.3076 1.9314
H -2.0896 -4.0036 0.2403
H -3.1986 -3.4248 1.4724
H -2.9036 1.1154 -0.2130
H -3.6598 2.8903 1.3242
H -4.1124 2.3569 3.7006
H -3.8249 0.0406 4.5118
H -3.0910 -1.7321 2.9833
H -5.2843 -1.5530 0.8251
H -7.3533 -2.1667 -0.3665
H -7.2450 -3.0027 -2.6909
H -5.0562 -3.2171 -3.8216
H -2.9876 -2.5844 -2.6333
H -1.7707 -4.5863 3.5765
H 0.4239 -3.6420 4.8808
H 2.6833 -1.8048 2.7373
H 2.0164 -1.2231 4.2689
H 0.5052 2.8578 2.3380
H -0.7863 4.2390 3.9103
H -1.7107 3.2325 5.9749
H -1.3808 0.8232 6.4211
H -0.1311 -0.5744 4.8305
H 3.2824 -0.0971 0.3532
H 5.4985 0.9763 0.0375
H 6.2995 2.6443 1.6821
H 4.9027 3.2178 3.6367
H 2.6985 2.1608 3.9407
C 3.6056 -1.3269 -6.3671
C 3.0002 -1.7672 -5.0616
C 1.6304 -1.7164 -4.8496
C 1.0557 -2.1446 -3.6536
C -0.4343 -2.0347 -3.4842
C 1.8762 -2.6358 -2.6294
Te 1.0140 -3.3378 -0.8183
C 3.2686 -2.6646 -2.8161
C 4.2155 -3.1175 -1.7368
C 3.8020 -2.2406 -4.0297
H 2.8670 -0.8314 -6.9965
H 3.9978 -2.1820 -6.9214
H 4.4347 -0.6361 -6.2057
H 0.9862 -1.3330 -5.6346
H -0.8795 -1.5043 -4.3275
H -0.6784 -1.5022 -2.5607
H -0.8928 -3.0238 -3.4071
H 3.9921 -2.6305 -0.7856
H 5.2458 -2.9013 -2.0197
H 4.1261 -4.1899 -1.5546
H 4.8786 -2.2678 -4.1671
C 0.5818 3.6093 -3.4749
Ge -0.0339 3.7442 -1.6258
C 0.6686 5.3665 -0.7943
C -1.9841 3.7506 -1.6024
C 0.5675 2.2283 -0.5147
Se 0.5859 0.5012 -1.4122
C 2.3042 0.7268 -2.2855
H 0.0500 4.3481 -4.0760
H 0.3714 2.6228 -3.8900
H 1.6499 3.8099 -3.5624
H 0.2883 6.2541 -1.3009
H 1.7578 5.3820 -0.8451
H 0.3741 5.4201 0.2547
H -2.3661 4.5746 -2.2059
H -2.3519 3.8701 -0.5831
H -2.3817 2.8192 -2.0070
H -0.1473 2.1032 0.3008
H 1.5542 2.3879 -0.0770
H 2.2565 1.6610 -2.8393
H 2.4437 -0.1034 -2.9689
H 3.1083 0.7637 -1.5550
```

Values from the calculation:
Lowest unoccupied orbital energy in eV: -0.31
F_max in eV Å⁻¹: 0.267
Total charge: 0
HOMO level in eV: -6.729
Relative energy (zero: lowest compared OMol25 entry of this formula, charge and spin) in kcal/mol: 1.6



[2]
A molecular structure, C23H23CoN4O4S4. Source: OMol25; level of theory: ωB97M-V/def2-TZVPD.

```
59
Properties=species:S:1:pos:R:3
Co -0.8652 -2.3979 2.0258
C 3.7418 3.6161 -2.8231
O 3.3292 3.4732 -1.4879
C 1.9951 3.6663 -1.2239
C 1.5752 3.3483 0.0652
C 0.2519 3.4838 0.4263
C -0.6971 3.9677 -0.4871
C -0.2516 4.3175 -1.7557
C 1.0764 4.1556 -2.1405
N -2.0417 4.2933 -0.1749
N -2.7127 3.6812 0.7060
C -2.4338 2.4216 1.2003
C -2.8565 2.2235 2.5311
C -2.5804 1.1036 3.2724
C -1.8950 0.0156 2.6640
O -1.5803 -1.0596 3.2324
C -1.5908 0.1403 1.2501
N -1.0536 -0.9994 0.7367
C -0.7472 -1.0079 -0.5607
C -1.0429 0.0668 -1.3924
C -1.5988 1.2192 -0.8825
C -1.8505 1.3035 0.5025
H 4.7949 3.3442 -2.8503
H 3.6291 4.6474 -3.1765
H 3.1813 2.9519 -3.4890
H 2.3012 2.9622 0.7695
H -0.0497 3.2085 1.4277
H -0.9747 4.7184 -2.4563
H 1.3709 4.4194 -3.1469
H -3.3726 3.0624 2.9866
H -2.8678 1.0184 4.3117
H -0.2326 -1.8859 -0.9282
H -0.8068 -0.0047 -2.4473
H -1.8343 2.0417 -1.5392
S 2.7556 -1.8629 2.9341
S 2.3538 -3.4718 4.1577
S 0.4541 -3.3245 4.9491
S -0.8681 -4.0653 3.5444
O -0.1485 -3.6366 0.7176
N -0.9175 -4.2860 -0.0676
C -2.2561 -4.3518 0.1519
C -3.0595 -5.0803 -0.6978
C -2.5191 -5.7452 -1.7881
C -1.1490 -5.6506 -1.9947
C -0.3653 -4.9193 -1.1339
H -2.5637 -3.7886 1.0307
H -4.1196 -5.1171 -0.4871
H -3.1448 -6.3151 -2.4612
H -0.6714 -6.1403 -2.8324
H 0.7021 -4.7772 -1.2137
C 3.4332 0.6368 -0.3299
C 2.0946 0.1148 0.1768
O 1.9319 -1.2601 -0.0943
H 3.5348 1.7096 -0.1385
H 3.5223 0.4706 -1.4069
H 4.2503 0.1127 0.1694
H 1.2824 0.6610 -0.3134
H 2.0068 0.2982 1.2536
H 2.1503 -1.7273 0.7282
```

Values from the calculation:
Lowest unoccupied orbital energy (spin up / spin down) in eV: 4.08 / 4.08
F_max in eV Å⁻¹: 0.693
Total charge: -2
HOMO level (spin up / spin down) in eV: -0.205 / -0.204



[3]
A molecular structure, C13H24F3HfNO4. Source: OMol25; level of theory: ωB97M-V/def2-TZVPD.

```
46
Properties=species:S:1:pos:R:3
C 5.0430 1.6441 1.2681
C 3.6979 0.9351 0.7798
C 3.7919 0.8834 -0.7345
C 3.1988 -0.4354 -1.3144
C 1.7442 -0.2740 -1.7289
O 0.8680 -0.5112 -0.5853
C -0.4074 -0.4970 -0.9517
O -0.7972 -0.4094 -2.1022
N -1.3735 -0.4318 0.0946
C -1.5190 1.0011 0.3994
C -3.0161 1.3334 0.5782
C -3.3803 2.8388 0.0914
O -4.0662 2.8614 -1.0706
C -3.4705 2.4205 -2.2499
C -1.1460 -1.2886 1.2883
C -1.9311 -2.6457 1.2635
O -2.2177 -3.0133 2.5740
C -1.2984 -3.9826 0.7489
F -1.9050 -4.4561 -0.3128
F 0.1981 -3.9251 0.2786
F -1.2228 -4.9127 1.6730
H 5.7153 0.8815 1.6319
H 4.7706 2.3684 2.0262
H 5.5505 2.1628 0.4681
H 2.8764 1.5503 1.1131
H 3.6543 -0.0420 1.2324
H 4.8472 0.8515 -1.0101
H 3.3913 1.7804 -1.1849
H 3.3233 -1.2740 -0.6443
H 3.7597 -0.6571 -2.2114
H 1.5534 -0.9868 -2.5215
H 1.5799 0.7368 -2.0635
H -1.1289 1.5709 -0.4284
H -0.9417 1.2315 1.2902
H -3.6358 0.6352 0.0328
H -3.3119 1.2659 1.6149
H -2.4600 3.4371 0.0546
H -4.0362 3.2444 0.8467
H -4.1192 2.7071 -3.0655
H -3.4517 1.3171 -2.2504
H -2.4785 2.8410 -2.4015
H -0.1002 -1.4085 1.5489
H -1.6078 -0.7763 2.1153
H -2.8622 -2.5217 0.7201
H -2.7309 -2.3309 3.0116
Hf 1.0525 -5.7191 0.0867
```

Values from the calculation:
Lowest unoccupied orbital energy in eV: -18.22
F_max in eV Å⁻¹: 3.538
Total charge: +4
HOMO level in eV: -20.318



[4]
A molecular structure, C16H18BCdFN6. Source: OMol25; level of theory: ωB97M-V/def2-TZVPD.

```
43
Properties=species:S:1:pos:R:3
H 2.4539 0.4031 1.9700
N 1.7219 -0.0968 0.0295
B 1.3669 -1.1015 -2.2694
N 2.2277 -0.8567 -0.9958
C 3.4441 -1.3569 -0.6368
Cd -0.3567 0.8881 0.2964
H 4.0248 -1.9988 -1.2806
C 3.7244 -0.8812 0.6475
H 4.6036 -1.0591 1.2382
C 2.6227 -0.1041 1.0277
H 1.9263 -1.8475 -3.0243
C -2.1409 2.0487 -0.2505
H -2.5678 2.6532 0.5101
H -2.9798 1.3744 -0.4605
H -1.9607 2.5591 -1.1568
N 1.1574 0.2513 -3.0309
N -0.0092 -1.7191 -1.8197
N 0.5668 1.2388 -2.2420
N -0.7429 -1.0697 -0.8695
C 1.3815 0.7532 -4.2592
C -0.6325 -2.8705 -2.1218
H 1.8513 0.1923 -5.0591
H -0.2165 -3.5877 -2.8300
C 0.9275 2.0613 -4.2809
C -1.7991 -2.9452 -1.3915
C 0.4130 2.3096 -2.9964
C -1.8529 -1.7921 -0.6237
H 0.9432 2.7731 -5.0694
H -2.5267 -3.7051 -1.3827
H -0.0801 3.2014 -2.6271
H -2.6075 -1.4617 0.0740
H -1.1778 2.6377 0.3245
F -2.0668 -0.1889 6.3534
C -1.6156 0.0746 5.0882
C -1.3835 -1.0212 4.2466
C -0.9164 -0.7257 2.9314
C -0.6867 0.5866 2.5504
C -0.9242 1.6525 3.4077
C -1.4048 1.4101 4.7379
H -1.5394 -2.0541 4.5617
H -0.7832 -1.5357 2.1933
H -0.7931 2.6807 3.0647
H -1.5924 2.2296 5.4256
```

Values from the calculation:
Lowest unoccupied orbital energy in eV: -0.35
F_max in eV Å⁻¹: 3.429
Total charge: 0
HOMO level in eV: -8.149



[5]
A molecular structure, C6H10O2. Source: OMol25; level of theory: ωB97M-V/def2-TZVPD.

```
18
Properties=species:S:1:pos:R:3
C -0.7109 -0.1916 0.0000
C -1.5486 -0.1897 1.2670
C -1.5462 -0.1930 -1.2686
C 2.7465 -0.5287 0.0013
C 0.4606 0.8258 -0.0005
C 1.3130 -0.1913 0.0013
O 0.2817 -1.2348 0.0021
O 0.5432 2.1833 -0.0024
H -0.3480 2.5477 0.0016
H -2.1763 -1.0781 1.2850
H -0.9010 -0.2042 2.1404
H -2.1820 0.6950 1.3035
H -0.8968 -0.2096 -2.1406
H -2.1736 -1.0817 -1.2855
H -2.1797 0.6913 -1.3086
H 3.3221 0.3942 0.0028
H 2.9984 -1.1160 -0.8810
H 2.9976 -1.1185 0.8822
```

Values from the calculation:
Lowest unoccupied orbital energy in eV: 0.63
F_max in eV Å⁻¹: 1.545
Total charge: 0
HOMO level in eV: -7.990
Relative energy (zero: lowest compared OMol25 entry of this formula, charge and spin) in kcal/mol: 39.1



What is the formula in the second record?
C23H23CoN4O4S4